Record 1
Formula: C3H4S
Source: OMol25
Level of theory: ωB97M-V with the def2-TZVPD basis set

The geometry in XYZ format:
```
8
C3H4S (ωB97M-V with the def2-TZVPD basis set)
C -0.49 0.24 -0.98
C 0.12 0.24 0.26
C 0.79 0.90 1.66
S 0.96 2.42 2.00
H -0.82 1.11 -1.44
H -0.61 -0.65 -1.46
H 0.47 -0.90 0.39
H 0.97 0.23 2.42
```

ΔE to the lowest compared entry with this formula, charge and spin   185.7 kJ/mol
HOMO   -8.95 eV
Molar mass   72.1 g mol⁻¹
Electronic energy   -14007.6545 eV
SMILES   C=CC=S
Total charge   0

Record 2
Formula: C5H15NO2
Source: OMol25
Level of theory: ωB97M-V with the def2-TZVPD basis set

The geometry in XYZ format:
```
23
C5H15NO2 (ωB97M-V with the def2-TZVPD basis set)
C 1.70 -0.17 1.05
C 0.35 -0.43 0.42
C -0.02 -1.89 0.26
C -0.27 0.46 -0.37
C -1.43 0.20 -1.26
N 0.16 1.82 -0.46
H 1.81 0.88 1.31
H 1.65 -0.66 2.02
H 2.54 -0.59 0.50
H 0.47 -2.34 -0.60
H 0.28 -2.47 1.14
H -1.08 -1.99 0.13
H -2.16 -0.49 -0.83
H -0.98 -0.17 -2.18
H -1.96 1.10 -1.55
H 0.74 2.06 0.34
H -0.66 2.42 -0.38
O -2.66 0.07 1.76
H -2.05 0.81 1.94
H -3.31 0.11 2.47
O 2.66 0.58 -1.90
H 2.30 -0.04 -2.54
H 1.94 0.72 -1.27
```

ΔE to the lowest compared entry with this formula, charge and spin   103.1 kJ/mol
HOMO   -8.08 eV
Molar mass   121.2 g mol⁻¹
Electronic energy   -11012.8774 eV
SMILES   CC(C)=C(C)N.O.O
Total charge   0

| no. | LUMO level (eV) | Kohn-Sham gap (eV) |
| --- | --- | --- |
| 1 | -0.8 | 8.200 |
| 2 | 0.5 | 8.598 |